[1]
Entry from the OMol25 dataset: a structure of composition C3H4O2Sn (ωB97M-V/def2-TZVPD).

```
10
Properties=species:S:1:pos:R:3:nbo_charge:R:1
C 1.706 -0.852 -0.848 0.73
C 0.472 -0.101 -1.023 -0.58
H 0.234 0.411 -1.962 0.32
H 0.235 0.389 -0.059 0.31
C -0.220 -1.581 -0.779 0.24
O -1.124 -1.946 -1.531 -0.94
Sn -2.546 -3.010 -1.614 1.74
H -0.167 -2.006 0.239 0.21
O 2.136 -1.402 -1.949 -0.58
H 3.103 -1.403 -1.973 0.57
```

- LUMO energy (spin up / spin down): -10.5 / -10.8 eV
- Total charge: +2

[2]
Entry from the OMol25 dataset: an isolated molecule of C3H4O3 (ωB97M-V/def2-TZVPD).

```
10
Properties=species:S:1:pos:R:3:nbo_charge:R:1
O 1.758 -1.462 0.210 -0.55
C 1.062 -0.510 0.027 0.80
O 1.111 0.678 0.670 -0.48
C -0.103 1.181 0.072 -0.10
C -0.435 -0.171 -0.516 -0.07
O -0.900 -1.072 0.493 -0.69
H -0.790 1.554 0.829 0.21
H 0.135 1.963 -0.662 0.20
H -1.198 -0.161 -1.330 0.21
H -0.602 -1.932 0.146 0.48
```

- LUMO energy: 0.8 eV
- SMILES: O=C1OC[C@@H]1O
- Total charge: 0

[3]
Entry from the OMol25 dataset: a cluster of 2 separate species, C3H4O3 in total (ωB97M-V/def2-TZVPD).

```
10
Properties=species:S:1:pos:R:3:nbo_charge:R:1
O 1.981 -1.327 -0.332 -0.49
C 0.955 -0.836 0.020 0.62
C 0.693 0.197 1.150 0.23
O -0.582 0.392 1.085 -0.45
C -1.244 -0.357 0.022 0.20
O -0.264 -1.143 -0.551 -0.49
H 1.025 1.774 -0.961 0.00
H 1.107 1.886 -0.229 0.01
H -1.642 0.368 -0.690 0.18
H -2.029 -0.953 0.486 0.19
```

- LUMO energy: -0.7 eV
- Total charge: 0

[4]
Entry from the OMol25 dataset: a structure of composition C3H4O3 (ωB97M-V/def2-TZVPD).

```
10
Properties=species:S:1:pos:R:3:nbo_charge:R:1
O -1.210 -1.214 0.576 -0.67
C -0.292 -0.390 -0.015 -0.07
C -0.171 1.111 0.118 -0.10
O 1.143 1.033 -0.407 -0.65
C 1.126 -0.653 0.151 0.78
O 2.022 -1.398 0.271 -0.45
H -1.774 -1.582 -0.123 0.49
H 0.205 -0.109 -1.193 0.31
H -0.194 1.506 1.130 0.18
H -0.855 1.695 -0.507 0.18
```

- LUMO energy: 0.2 eV
- Total charge: 0

[5]
Entry from the OMol25 dataset: an isolated molecule of C3H4O3 (ωB97M-V/def2-TZVPD).

```
10
Properties=species:S:1:pos:R:3:nbo_charge:R:1
C -0.023 -0.160 1.176 -0.81
C -0.663 0.135 -0.123 0.43
O -1.825 0.368 -0.165 -0.46
C 0.144 0.246 -1.515 0.70
O -0.393 0.407 -2.595 -0.51
O 1.442 0.038 -1.213 -0.67
H 0.332 0.886 1.527 0.28
H -1.061 -0.480 1.817 0.29
H 0.690 -1.092 1.262 0.25
H 1.356 -0.347 -0.171 0.50
```

- LUMO energy: 0.0 eV
- SMILES: CC(=O)C(=O)O
- Total charge: 0

[6]
Entry from the OMol25 dataset: an isolated molecule of C3H4O3 (ωB97M-V/def2-TZVPD).

```
10
Properties=species:S:1:pos:R:3:nbo_charge:R:1
O -2.122 -0.041 0.327 -0.67
C -0.814 -0.424 0.287 0.30
C 0.279 0.519 0.379 0.28
O 0.037 -0.307 1.463 -0.48
C 1.423 -0.606 -1.280 0.10
O 1.476 0.341 -0.376 -0.47
H -2.179 0.923 0.300 0.48
H -0.674 -1.370 -0.219 0.21
H 0.142 1.585 0.562 0.17
H 2.413 -0.515 -1.776 0.08
```

- LUMO energy: 0.3 eV
- Total charge: 0

[7]
Entry from the OMol25 dataset: a structure of composition C3H4O3 (ωB97M-V/def2-TZVPD).

```
10
Properties=species:S:1:pos:R:3:nbo_charge:R:1
O 2.625 0.038 -0.227 -0.54
C 1.453 0.110 -0.082 0.97
O 0.753 1.255 0.139 -0.50
C -0.582 1.183 -0.143 -0.13
C -0.680 -0.794 0.232 -0.12
O 0.647 -0.986 -0.077 -0.49
H -1.179 0.518 0.606 0.25
H -0.753 1.027 -1.204 0.17
H -0.917 -1.137 1.258 0.20
H -1.367 -1.214 -0.503 0.20
```

- LUMO energy: 0.6 eV
- Total charge: 0

[8]
Entry from the OMol25 dataset: a cluster of 3 separate species, C3H4O3 in total (ωB97M-V/def2-TZVPD).

```
10
Properties=species:S:1:pos:R:3:nbo_charge:R:1
O -1.596 0.971 -2.196 -0.50
C -0.739 0.655 -1.522 0.50
O -0.444 -2.183 -1.327 -0.49
C 0.384 -2.088 -0.457 0.27
C 0.194 1.682 1.383 0.28
O -0.392 2.487 0.706 -0.49
H 0.688 -2.957 0.158 0.11
H 0.879 -1.125 -0.226 0.11
H 0.022 0.592 1.281 0.10
H 0.940 1.985 2.142 0.11
```

- LUMO energy: 0.5 eV
- Total charge: 0

[9]
Entry from the OMol25 dataset: a structure of composition C3H4O3Pr (ωB97M-V/def2-TZVPD).

```
11
Properties=species:S:1:pos:R:3:lowdin_spin:R:1
H 0.320 0.830 -3.316 -0.02
H -0.954 -2.765 0.768 0.00
C -0.562 -1.861 0.282 0.00
C -0.648 -0.697 0.954 0.00
O 0.154 0.341 0.420 0.00
C 0.213 1.508 1.044 0.00
O 0.778 2.318 0.192 0.00
Pr 1.035 -0.418 -1.909 2.05
O 0.075 -1.990 -0.858 -0.02
H -1.131 -0.490 1.903 0.00
H 0.722 3.225 0.519 0.00
```

- LUMO energy (spin up / spin down): -5.2 / -5.0 eV
- Spin multiplicity: 3
- Total charge: +1

[10]
Entry from the OMol25 dataset: a structure of composition C3H4O3Tl (ωB97M-V/def2-TZVPD).

```
11
Properties=species:S:1:pos:R:3:lowdin_charge:R:1
O -0.714 -1.206 0.783 -0.18
C 0.239 -0.277 0.423 -0.32
O 1.369 -0.823 0.385 -0.39
Tl 3.142 0.152 0.172 0.61
O 2.303 1.266 -1.604 -0.37
C 1.808 1.839 -0.598 -0.40
H 1.131 2.703 -0.881 0.00
C -2.050 -0.957 0.402 -0.15
H -2.193 0.101 0.143 0.07
H -2.719 -1.214 1.237 0.07
H -2.317 -1.584 -0.461 0.07
```

- LUMO energy: 3.4 eV
- Total charge: -1

[11]
Entry from the OMol25 dataset: a structure of composition C3H4O3Yb (ωB97M-V/def2-TZVPD).

```
11
Properties=species:S:1:pos:R:3:nbo_charge:R:1
O 2.443 -1.305 0.053 -0.82
C 3.200 -0.232 0.188 0.90
O 2.504 0.888 0.193 -0.82
Yb 0.581 -0.150 0.005 1.82
O 4.432 -0.273 0.293 -0.12
C -2.040 0.860 0.029 -0.50
C -2.254 -0.446 -0.222 -0.42
H -2.046 1.412 -0.933 0.25
H -2.104 1.255 1.047 0.25
H -2.325 -0.840 -1.241 0.23
H -2.390 -1.168 0.588 0.22
```

- LUMO energy (spin up / spin down): -4.8 / -7.4 eV
- Spin multiplicity: 2
- Total charge: +1

[12]
Entry from the OMol25 dataset: a cluster of 2 separate species, C3H4O4 in total (ωB97M-V/def2-TZVPD).

```
11
Properties=species:S:1:pos:R:3:nbo_charge:R:1
O 1.680 0.920 0.283 -0.61
C 2.431 0.028 0.128 0.99
O 2.035 -1.264 0.034 -0.73
O 3.736 0.208 0.019 -0.69
H 1.139 -1.488 0.061 0.52
H 4.372 -0.467 0.109 0.51
C -2.342 0.613 0.291 -0.76
C -1.560 -0.405 0.280 0.74
O -0.704 -1.191 0.140 -0.52
H -2.344 1.375 0.998 0.27
H -3.137 0.837 -0.513 0.28
```

- LUMO energy: 0.6 eV
- SMILES: O=C(O)O.C=C=O
- Total charge: 0

[13]
Entry from the OMol25 dataset: an isolated molecule of C3H4O4 (ωB97M-V/def2-TZVPD).

```
11
Properties=species:S:1:pos:R:3:nbo_charge:R:1
O -2.563 0.081 -0.164 -0.56
C -1.434 -0.046 -0.099 0.96
O -0.888 -1.148 -0.285 -0.49
C 0.631 -1.171 0.130 0.22
O 1.348 -0.096 -0.271 -0.50
C 0.625 1.095 -0.225 0.19
O -0.639 0.873 0.396 -0.53
H 1.023 -2.119 -0.003 0.21
H 0.488 -1.226 1.360 0.14
H 0.824 2.048 0.398 0.20
H 0.585 1.711 -1.237 0.17
```

- LUMO energy: 0.7 eV
- SMILES: O=C1OCOCO1
- Total charge: 0

[14]
Entry from the OMol25 dataset: a structure of composition C3H4O5Tl (ωB97M-V/def2-TZVPD).

```
13
Properties=species:S:1:pos:R:3:lowdin_charge:R:1
C 0.391 -0.493 2.669 -0.41
C 0.277 -1.630 1.932 -0.20
O -0.467 -1.702 0.749 -0.03
C 0.016 -1.263 -0.448 -0.79
O -0.866 -0.870 -1.249 -0.27
O 1.228 -0.948 -0.519 -0.04
O 0.389 0.742 2.274 -0.21
H 0.716 -0.695 3.714 0.08
H 0.710 -2.576 2.260 0.07
H 0.035 1.441 0.245 0.17
O -0.071 2.204 -0.598 -0.32
H -0.552 2.962 -0.260 0.04
Tl -0.388 0.938 -2.363 0.90
```

- LUMO energy: 2.6 eV
- Total charge: -1

[15]
Entry from the OMol25 dataset: a structure of composition C3H4O6S2 (ωB97M-V/def2-TZVPD).

```
15
Properties=species:S:1:pos:R:3:nbo_charge:R:1
C 0.664 1.218 -0.085 0.34
C 0.421 -1.356 -0.770 -0.93
C -0.456 0.856 0.782 -0.26
O 0.873 2.085 -0.846 -0.39
O 2.828 -0.466 -0.596 -0.90
O 1.601 -0.707 1.526 -0.91
O -1.905 -1.505 0.696 -0.87
O -1.780 -0.035 -1.337 -0.92
O -1.493 1.716 0.947 -0.68
S 1.592 -0.402 0.153 2.05
S -1.153 -0.609 -0.122 2.08
H 0.458 -1.105 -1.771 0.28
H 0.492 -2.498 -0.644 0.31
H -0.280 0.596 1.837 0.30
H -1.859 2.213 0.231 0.51
```

- LUMO energy: -1.3 eV
- Total charge: 0

[16]
Entry from the OMol25 dataset: an isolated molecule of C3H4OS (ωB97M-V/def2-TZVPD).

```
9
Properties=species:S:1:pos:R:3:nbo_charge:R:1
C 0.272 -0.700 -0.790 0.09
C 1.137 0.241 -0.389 -0.46
S 0.535 1.447 0.786 0.20
C -0.921 0.271 0.798 -0.21
O -1.005 -0.708 -0.245 -0.49
H 0.506 -1.424 -1.577 0.21
H 2.212 0.333 -0.737 0.25
H -0.896 -0.351 1.694 0.20
H -1.839 0.890 0.459 0.22
```

- LUMO energy: 0.9 eV
- SMILES: C1=CSCO1
- Total charge: 0

[17]
Entry from the OMol25 dataset: an isolated molecule of C3H4OS (ωB97M-V/def2-TZVPD).

```
9
Properties=species:S:1:pos:R:3:nbo_charge:R:1
C 1.194 -0.926 -0.105 -0.28
C 0.385 0.083 0.121 -0.27
C -1.044 0.027 -0.013 0.08
O -1.414 1.396 -0.062 -0.71
S -2.105 -1.046 -0.020 0.10
H 0.826 -1.993 0.285 0.21
H 2.181 -0.942 -0.337 0.20
H 0.668 1.211 0.164 0.18
H -0.692 2.189 -0.034 0.49
```

- LUMO energy: -0.3 eV
- SMILES: C=CC(O)=S
- Total charge: 0

[18]
Entry from the OMol25 dataset: an isolated molecule of C3H4OS (ωB97M-V/def2-TZVPD).

```
9
Properties=species:S:1:pos:R:3:nbo_charge:R:1
C 0.786 0.877 0.742 -0.26
O -0.593 0.744 0.417 -0.48
C -1.005 -0.248 -0.342 -0.02
C -0.527 -1.267 -1.045 -0.14
S -0.021 -2.590 -1.870 0.08
H 0.987 1.574 1.686 0.21
H 1.168 1.382 -0.189 0.18
H 1.240 -0.070 0.776 0.19
H -2.036 -0.403 -0.175 0.23
```

- LUMO energy: -0.5 eV
- SMILES: COC=C=S
- Total charge: 0

[19]
Entry from the OMol25 dataset: a structure of composition C3H4OS (ωB97M-V/def2-TZVPD).

```
9
Properties=species:S:1:pos:R:3:nbo_charge:R:1
C -0.762 1.433 0.108 -0.09
C -0.444 0.118 -0.284 0.14
C 0.921 -1.174 0.072 -0.52
O -0.494 1.113 -1.254 -0.49
S -2.153 0.267 0.363 0.08
H -0.377 2.262 0.651 0.23
H 0.830 -1.354 1.129 0.22
H 1.819 -0.660 -0.228 0.22
H 0.659 -2.005 -0.557 0.22
```

- LUMO energy: 0.8 eV
- Total charge: 0

[20]
Entry from the OMol25 dataset: an isolated molecule of C3H4OS2 (ωB97M-V/def2-TZVPD).

```
10
Properties=species:S:1:pos:R:3:nbo_charge:R:1
C -0.476 -1.572 0.600 -0.35
C -0.011 -0.807 -0.397 -0.24
C 0.521 0.531 -0.201 -0.59
O -0.341 2.715 0.770 -0.91
S 1.211 1.570 -1.548 -0.06
S -0.594 1.894 -0.373 1.25
H -0.881 -2.591 0.398 0.21
H -0.519 -1.235 1.587 0.19
H -0.165 -1.188 -1.449 0.22
H 1.254 0.683 0.612 0.27
```

- LUMO energy: -0.2 eV
- Total charge: 0